<a>
Formula: C3H7N3O
Source: the Open Molecules 2025 dataset
Level of theory: the ωB97M-V functional and the def2-TZVPD basis

Net charge = 0
Frontier orbital gap = 0.3514 hartree

Atoms and positions in Å:
H  1.156  2.500  1.388
N  -2.224  -0.301  0.087
H  1.186  -2.489  -0.589
O  -0.996  1.500  1.354
H  -2.877  -1.068  0.189
C  1.007  -1.514  -1.060
H  1.490  -1.520  -2.041
N  1.106  1.673  0.799
H  1.469  -0.743  -0.425
N  -0.396  -1.266  -1.207
H  -1.788  0.917  1.079
C  -0.029  0.996  0.647
H  1.931  1.405  0.288
C  -1.116  -0.643  -0.429


<b>
Formula: C3H7N3O
Source: the Open Molecules 2025 dataset
Level of theory: the ωB97M-V functional and the def2-TZVPD basis

SMILES string = C=C(O)C/N=N/N
Net charge = 0
Frontier orbital gap (spin up / spin down) = 0.2874 / 0.2873 hartree

Atoms and positions in Å:
H  -0.898  1.622  1.806
C  -0.656  0.245  0.479
H  3.080  0.254  -0.168
H  -1.711  -1.598  0.840
C  -0.740  -0.076  -1.014
H  2.278  0.174  -1.685
C  -1.217  -0.737  1.272
N  1.192  -0.401  -0.098
O  -0.541  1.556  0.908
H  -1.647  -0.589  -1.345
H  -0.546  0.830  -1.602
N  0.452  -0.933  -1.063
H  -1.255  -0.639  2.352
N  2.209  0.291  -0.681


<c>
Formula: C3H7N3O
Source: the Open Molecules 2025 dataset
Level of theory: the ωB97M-V functional and the def2-TZVPD basis

Net charge = 0
Frontier orbital gap = 0.3278 hartree

Atoms and positions in Å:
H  0.266  1.550  -2.161
H  -1.423  -2.281  0.670
H  1.545  0.763  2.358
H  -1.584  -0.194  -2.031
C  -0.810  -0.851  -0.399
H  1.634  1.038  0.610
C  0.955  0.852  1.441
N  -1.582  -1.824  -0.237
O  0.054  -1.295  2.018
H  0.253  1.684  1.532
N  0.455  0.697  -1.639
N  -0.751  0.269  -1.070
C  0.179  -0.409  1.207
H  0.809  0.003  -2.299


<d>
Formula: C3H7N3O
Source: the Open Molecules 2025 dataset
Level of theory: the ωB97M-V functional and the def2-TZVPD basis

SMILES string = [H]/N=C/NC(=O)NC
Net charge = 0
Frontier orbital gap = 0.3840 hartree

Atoms and positions in Å:
H  2.533  -0.102  -0.900
H  2.840  -0.886  0.669
O  0.287  0.353  -1.520
C  0.160  0.302  -0.310
H  0.984  0.408  1.562
N  -3.268  -0.559  0.163
N  1.198  0.421  0.577
C  -2.226  -0.135  -0.426
H  -1.123  -0.173  1.274
N  -1.076  0.110  0.304
C  2.541  0.049  0.180
H  3.270  0.827  0.424
H  -2.098  0.071  -1.490
H  -4.021  -0.685  -0.509


Which of them is most stable, and which least? Most stable: <d>; least stable: <b>.


<a>
Formula: C3H7N3O
Source: the Open Molecules 2025 dataset
Level of theory: the ωB97M-V functional and the def2-TZVPD basis

SMILES string = C/N=C(N)/C=N/O
Net charge = 0
Frontier orbital gap = 0.2956 hartree

Atoms and positions in Å:
N  1.458  0.263  1.289
C  0.739  -1.384  -0.990
H  -0.883  2.206  1.103
C  0.204  0.250  0.713
H  1.773  -0.614  1.675
C  -0.688  1.298  0.558
O  -2.643  0.646  -0.462
N  -1.304  0.990  -0.623
H  1.560  -0.753  -1.346
N  -0.233  -0.676  -0.176
H  0.207  -1.819  -1.837
H  -3.032  0.752  -1.342
H  1.677  1.063  1.861
H  1.164  -2.221  -0.422


<b>
Formula: C3H7N3O
Source: the Open Molecules 2025 dataset
Level of theory: the ωB97M-V functional and the def2-TZVPD basis

Net charge = 0
Frontier orbital gap (spin up / spin down) = 0.2935 / 0.2900 hartree

Atoms and positions in Å:
O  0.454  -0.255  2.529
H  -1.935  -0.356  0.633
H  0.514  0.521  -1.938
C  -0.521  -0.852  -0.857
N  1.359  1.756  1.092
H  0.789  2.349  1.673
H  0.261  -1.551  -0.964
C  -0.918  -0.891  0.655
C  0.894  0.646  0.546
H  2.045  2.244  0.608
H  -1.268  -1.448  -1.279
H  -0.758  -1.823  1.123
N  -0.277  0.474  -1.281
N  0.127  -0.115  1.308


Which of them is most stable, and which least? Most stable: <a>; least stable: <b>.


<a>
Formula: C3H7N3O
Source: the Open Molecules 2025 dataset
Level of theory: the ωB97M-V functional and the def2-TZVPD basis

SMILES string = [H]/N=C\N(O)/C=N/C
Net charge = 0
Frontier orbital gap = 0.3567 hartree

Atoms and positions in Å:
H  -0.302  -1.504  -0.151
H  2.917  1.125  0.158
H  -2.782  -0.606  -0.899
H  -3.011  0.692  0.061
O  2.122  -1.381  -0.370
H  2.297  -1.792  0.526
H  -2.486  -0.849  0.844
C  -0.030  -0.519  -0.054
N  1.348  -0.358  0.309
N  -0.953  0.339  -0.246
N  1.146  2.054  -0.157
H  0.204  1.988  0.085
C  1.816  0.956  -0.080
C  -2.287  -0.143  -0.024


<b>
Formula: C3H7N3O
Source: the Open Molecules 2025 dataset
Level of theory: the ωB97M-V functional and the def2-TZVPD basis

Net charge = 0
Frontier orbital gap = 0.3878 hartree

Atoms and positions in Å:
H  0.149  0.391  -2.031
H  -1.032  -0.936  -2.000
C  0.932  -1.397  0.236
H  -1.318  -0.570  0.356
C  -0.086  0.960  0.637
H  0.692  1.550  0.145
N  1.520  -0.589  0.996
H  -1.568  0.760  -1.709
N  -0.510  -0.179  -0.127
O  0.771  -2.399  -0.388
H  2.259  -0.914  1.596
H  -0.359  2.087  2.118
N  -0.681  1.209  1.723
C  -0.766  0.028  -1.552


<c>
Formula: C3H7N3O
Source: the Open Molecules 2025 dataset
Level of theory: the ωB97M-V functional and the def2-TZVPD basis

SMILES string = [H]/N=C/NC(=O)NC
Net charge = 0
Frontier orbital gap = 0.3818 hartree

Atoms and positions in Å:
H  2.241  2.851  -2.027
N  0.944  0.480  -0.397
C  -1.546  -1.632  1.277
N  2.282  2.071  -1.375
H  0.549  -1.307  1.246
C  -0.317  -0.048  -0.131
N  -0.311  -1.064  0.782
C  1.128  1.560  -1.240
H  1.770  0.160  0.089
H  -1.546  -2.722  1.174
O  -1.323  0.370  -0.681
H  0.199  1.869  -1.724
H  -2.358  -1.217  0.679
H  -1.712  -1.371  2.329


<d>
Formula: C3H7N3O
Source: the Open Molecules 2025 dataset
Level of theory: the ωB97M-V functional and the def2-TZVPD basis

SMILES string = C/C=N\N.N=C=O
Net charge = 0
Frontier orbital gap = 0.3440 hartree

Atoms and positions in Å:
H  1.111  -1.742  -1.331
H  1.984  -0.315  0.911
N  0.527  0.754  0.037
C  1.054  -0.391  0.367
H  1.231  -2.503  0.239
H  -0.330  -1.827  -0.326
H  -1.741  1.639  -0.164
C  -1.136  1.051  1.570
N  -2.016  1.347  0.768
H  -0.770  0.325  -1.552
O  -0.878  0.630  2.676
H  0.241  1.789  -1.679
C  0.751  -1.689  -0.299
N  -0.027  0.931  -1.216


Which of them is most stable, and which least? Most stable: <c>; least stable: <a>.


<a>
Formula: C3H7N3O
Source: the Open Molecules 2025 dataset
Level of theory: the ωB97M-V functional and the def2-TZVPD basis

Net charge = 0
Frontier orbital gap = 0.3198 hartree

Atoms and positions in Å:
H  0.268  -1.472  -0.998
C  0.103  -0.708  1.011
H  -0.008  -2.687  0.268
N  1.976  0.681  0.364
H  -0.140  2.441  -1.148
N  1.995  -0.383  0.804
C  -0.263  -1.684  -0.073
N  0.035  0.949  0.327
H  -0.196  0.773  -1.737
O  -0.203  -0.777  2.165
C  -0.506  1.434  -0.927
H  -1.601  1.465  -0.908
H  -1.338  -1.626  -0.245
H  -0.121  1.594  1.099


<b>
Formula: C3H7N3O
Source: the Open Molecules 2025 dataset
Level of theory: the ωB97M-V functional and the def2-TZVPD basis

Net charge = 0
Frontier orbital gap = 0.2814 hartree

Atoms and positions in Å:
H  2.056  -1.221  -0.548
H  2.169  1.250  -0.448
O  -0.032  1.831  -1.154
N  1.561  0.685  0.150
N  -0.641  -0.128  -0.115
C  2.212  -0.670  0.388
H  1.558  1.172  1.050
N  -2.702  -1.150  -0.196
H  -3.632  -1.047  -0.597
H  1.617  -1.139  1.187
H  -2.233  0.661  -1.188
C  -1.966  -0.185  -0.551
C  0.194  0.872  -0.459
H  -0.236  -0.923  0.377


<c>
Formula: C3H7N3O
Source: the Open Molecules 2025 dataset
Level of theory: the ωB97M-V functional and the def2-TZVPD basis

Net charge = 0
Frontier orbital gap (spin up / spin down) = 0.3171 / 0.2744 hartree

Atoms and positions in Å:
H  1.946  -2.679  1.403
N  0.969  -1.144  0.332
H  0.737  0.629  -1.484
O  0.802  -1.680  -0.797
C  -0.709  2.052  -1.104
H  1.069  -1.556  2.467
N  1.053  0.003  0.657
C  -1.849  1.281  -1.044
N  0.494  1.601  -1.320
C  1.044  -2.175  1.482
H  0.130  -2.826  1.356
H  -2.805  1.688  -0.607
H  -1.816  0.234  -1.020
H  -0.795  3.197  -1.071


<d>
Formula: C3H7N3O
Source: the Open Molecules 2025 dataset
Level of theory: the ωB97M-V functional and the def2-TZVPD basis

Net charge = 0
Frontier orbital gap = 0.3452 hartree

Atoms and positions in Å:
C  -0.541  1.471  1.025
N  0.276  1.112  -1.521
C  0.157  -0.297  -1.541
N  0.463  0.761  0.299
H  -0.708  0.943  1.968
H  1.118  1.508  -1.921
H  1.224  -2.003  0.685
H  -0.334  -1.679  1.490
C  0.171  -1.743  0.526
H  -0.302  -2.523  -0.069
N  0.020  -0.517  -0.201
H  -1.498  1.549  0.500
H  -0.149  2.465  1.234
O  0.102  -1.050  -2.473


Which of them is most stable, and which least? Most stable: <b>; least stable: <c>.


<a>
Formula: C5H7NO
Source: the Open Molecules 2025 dataset
Level of theory: the ωB97M-V functional and the def2-TZVPD basis

Net charge = 0
Frontier orbital gap = 0.3076 hartree

Atoms and positions in Å:
H  -1.936  -1.306  1.395
C  -1.266  -0.452  1.317
C  0.722  0.550  0.418
C  -0.158  -0.679  0.308
H  -0.584  -0.839  -0.693
H  -1.843  0.430  1.016
C  1.659  -0.101  -1.632
C  0.573  0.518  -2.469
N  0.168  0.946  -3.479
H  0.161  1.476  0.272
H  0.440  -1.572  0.524
H  1.184  0.550  1.408
O  1.858  0.476  -0.479
H  -0.817  -0.256  2.296


<b>
Formula: C5H7NO
Source: the Open Molecules 2025 dataset
Level of theory: the ωB97M-V functional and the def2-TZVPD basis

SMILES string = C[C@H](C#N)CC=O
Net charge = 0
Frontier orbital gap = 0.4107 hartree

Atoms and positions in Å:
C  0.422  -0.027  -0.247
H  -0.936  0.964  1.147
C  0.401  -0.705  -1.550
H  1.761  1.350  0.812
H  0.800  2.152  -0.429
H  -1.758  0.495  -0.327
C  -0.969  0.185  0.370
C  1.336  1.222  -0.190
O  -0.724  -2.135  0.880
H  -2.330  -1.164  1.567
H  0.745  -0.926  0.319
H  2.166  1.155  -0.898
C  -1.388  -1.133  0.994
N  0.474  -1.432  -2.448


<c>
Formula: C5H7NO
Source: the Open Molecules 2025 dataset
Level of theory: the ωB97M-V functional and the def2-TZVPD basis

Net charge = 0
Frontier orbital gap = 0.3796 hartree

Atoms and positions in Å:
H  -0.673  -1.435  -1.756
H  1.633  1.247  0.868
C  0.831  0.779  0.291
N  -0.834  0.087  2.632
H  -0.936  1.192  -0.908
C  0.147  1.288  -0.960
C  0.845  -0.052  -0.922
O  -1.243  -1.038  0.219
H  -1.518  -0.361  3.261
H  1.699  -0.394  -1.529
H  0.477  2.181  -1.509
C  -0.455  0.062  1.464
H  0.327  -2.210  -0.431
C  -0.301  -1.347  -0.720


<d>
Formula: C5H7NO
Source: the Open Molecules 2025 dataset
Level of theory: the ωB97M-V functional and the def2-TZVPD basis

Net charge = 0
Frontier orbital gap = 0.3902 hartree

Atoms and positions in Å:
H  -1.964  0.880  -1.036
H  1.128  -1.309  1.765
H  2.977  -0.746  0.001
C  0.918  -1.225  -0.583
C  0.920  -0.773  0.846
H  0.999  -2.197  -1.049
C  -2.110  1.282  -0.029
H  -1.964  2.367  -0.070
C  -0.324  -0.042  0.438
C  1.993  -0.308  -0.136
H  -3.134  1.072  0.288
H  1.978  0.724  -0.481
N  -1.167  0.735  0.938
O  -0.250  -0.461  -0.892


Which of them is most stable, and which least? Most stable: <b>; least stable: <c>.